1:
# C4H4ClNOS

A single C4H4ClNOS molecule (ωB97M-V/def2-TZVPD, the OMol25 dataset).

The HOMO-LUMO gap comes out at 8.762 eV.

XYZ file:
```
12
C4H4ClNOS | the OMol25 dataset | ωB97M-V/def2-TZVPD
C -1.478 -0.040 1.073
C -0.704 1.069 0.883
C -1.965 -1.430 -0.901
C 1.680 -0.375 -0.945
N -1.720 -0.796 0.036
O 0.550 0.253 -1.339
S 0.132 1.614 -0.509
Cl 1.519 -1.417 0.427
H -2.178 -0.088 1.909
H -0.335 1.727 1.655
H 2.106 -0.903 -1.706
H 2.394 0.386 -0.583
```

2:
# C4H4ClNOS

A single C4H4ClNOS molecule (ωB97M-V/def2-TZVPD, the OMol25 dataset).

The SMILES is O=C1C(=S)NC[C@@H]1Cl. The HOMO-LUMO gap comes out at 7.437 eV.

XYZ file:
```
12
C4H4ClNOS | the OMol25 dataset | ωB97M-V/def2-TZVPD
O 1.951 1.599 0.368
C 1.162 0.659 -0.016
C 0.629 0.307 -1.291
S 1.192 0.845 -2.790
N -0.637 -0.390 -1.028
C -0.874 -0.763 0.343
C 0.203 -0.001 1.055
Cl -0.294 1.112 2.430
H -1.467 -0.289 -1.725
H -0.784 -2.019 0.445
H -1.919 -0.340 0.683
H 0.837 -0.721 1.528
```

Most stable of them? 2.

1:
# C4H4ClNOS

A single C4H4ClNOS molecule (ωB97M-V/def2-TZVPD, the OMol25 dataset).

The HOMO-LUMO gap comes out at 8.701 eV.

XYZ file:
```
12
C4H4ClNOS | the OMol25 dataset | ωB97M-V/def2-TZVPD
C -0.200 -0.547 -1.293
C 0.027 1.000 1.595
C -1.268 0.101 -0.541
C 2.096 -0.765 -0.404
N 0.900 -0.792 -0.728
O 0.290 1.910 0.851
S -1.016 -0.260 1.282
Cl 2.734 -2.105 0.332
H -0.202 -0.721 -2.421
H 0.291 1.043 2.631
H -1.321 1.314 -0.515
H -2.331 -0.179 -0.787
```

2:
# C4H4ClNOS

A single C4H4ClNOS molecule (ωB97M-V/def2-TZVPD, the OMol25 dataset).

The SMILES is Cc1[nH]c(=O)sc1Cl. The HOMO-LUMO gap comes out at 9.243 eV.

XYZ file:
```
12
C4H4ClNOS | the OMol25 dataset | ωB97M-V/def2-TZVPD
C -0.177 0.735 -0.011
C 1.253 0.184 -0.042
N 1.465 -1.224 0.011
C 2.770 -1.676 -0.010
O 3.207 -2.820 0.014
S 3.940 -0.350 -0.005
C 2.257 1.009 -0.015
Cl 2.392 2.689 0.007
H 0.066 1.867 -0.054
H -0.605 0.352 0.914
H -0.767 0.313 -0.930
H 0.853 -1.793 0.463
```

Most stable of them? 2.

1:
# C6H4N2

2 unconnected molecules or ions with the total composition C6H4N2 (ωB97M-V/def2-TZVPD, the OMol25 dataset).

The HOMO-LUMO gap comes out at 9.559 eV.

XYZ file:
```
12
C6H4N2 | the OMol25 dataset | ωB97M-V/def2-TZVPD
C 1.493 -0.728 1.110
C 1.626 1.612 -0.378
C -0.599 -0.334 -0.326
C -1.216 -0.930 -1.332
C -0.931 0.437 0.810
C 0.543 0.095 0.535
N 2.370 -1.350 1.570
N 2.302 2.431 -0.686
H -0.698 -1.548 -2.165
H -2.294 -1.013 -1.510
H -1.266 1.461 0.776
H -1.331 -0.133 1.596
```

2:
# C6H4N2

A single C6H4N2 molecule (ωB97M-V/def2-TZVPD, the OMol25 dataset).

The SMILES is [H]/N=C1\N=CC=C1C#C. The HOMO-LUMO gap comes out at 8.617 eV.

XYZ file:
```
12
C6H4N2 | the OMol25 dataset | ωB97M-V/def2-TZVPD
H 1.927 -0.504 -1.936
N 1.093 -0.883 -1.531
C 0.688 0.003 -0.765
N 1.485 1.209 -0.652
C 0.789 1.864 0.266
C -0.526 1.157 0.707
C -0.462 -0.057 0.122
C -1.265 -1.241 0.405
C -1.669 -2.413 0.527
H 1.363 2.693 0.867
H -1.243 1.502 1.380
H -2.181 -3.330 0.610
```

Most stable of them? 2.

1:
# C2H6NO2P

A single C2H6NO2P molecule (ωB97M-V/def2-TZVPD, the OMol25 dataset).

The SMILES is CP(C)(=O)N=O. The HOMO-LUMO gap (spin up / spin down) comes out at 8.754 / 8.755 eV.

XYZ file:
```
12
C2H6NO2P | the OMol25 dataset | ωB97M-V/def2-TZVPD
C -0.293 -0.304 1.601
P -1.005 0.442 0.046
C 0.181 1.068 -1.083
O -2.204 1.511 0.341
N -2.395 -0.484 -0.539
O -2.851 -1.294 0.175
H -0.810 -1.257 1.562
H 0.776 -0.307 1.316
H -0.336 0.054 2.620
H 0.772 1.823 -0.610
H 0.960 0.355 -1.401
H -0.386 1.487 -2.019
```

2:
# C2H6NO2P

A single C2H6NO2P molecule (ωB97M-V/def2-TZVPD, the OMol25 dataset).

The SMILES is C[P@@H](=O)C(N)=O. The HOMO-LUMO gap comes out at 10.096 eV.

XYZ file:
```
12
C2H6NO2P | the OMol25 dataset | ωB97M-V/def2-TZVPD
C 1.681 1.187 0.015
P 0.430 -0.172 -0.504
O 0.988 -1.516 -0.382
C -1.269 -0.066 0.175
N -1.730 -1.251 0.618
O -2.164 0.928 -0.053
H 2.227 1.694 -0.827
H 1.086 1.931 0.694
H 2.345 0.486 0.559
H 0.267 0.296 -1.892
H -2.735 -1.484 0.615
H -1.126 -2.034 0.981
```

Most stable of them? 2.

1:
# C3HN3O2

2 unconnected molecules or ions with the total composition C3HN3O2 (ωB97M-V/def2-TZVPD, the OMol25 dataset).

The HOMO-LUMO gap comes out at 11.306 eV.

XYZ file:
```
9
C3HN3O2 | the OMol25 dataset | ωB97M-V/def2-TZVPD
C -2.012 -1.529 0.544
C 2.422 -0.102 -0.102
C 0.537 2.900 -0.621
N 1.173 1.928 -0.431
N -2.852 -0.721 0.219
N 1.746 0.837 -0.388
O -1.407 -2.504 0.699
O 3.020 -1.099 -0.070
H -2.627 0.291 0.151
```

2:
# C3HN3O2

2 unconnected molecules or ions with the total composition C3HN3O2 (ωB97M-V/def2-TZVPD, the OMol25 dataset).

The HOMO-LUMO gap (spin up / spin down) comes out at 5.388 / 3.585 eV.

XYZ file:
```
9
C3HN3O2 | the OMol25 dataset | ωB97M-V/def2-TZVPD
C 0.008 -1.394 -0.539
C 1.314 -0.174 1.139
C 0.500 -0.232 -0.014
N -0.563 -2.275 -0.990
N 1.860 -0.315 2.173
N -2.052 -2.141 1.170
O -2.228 -2.752 0.236
O -2.575 -1.962 2.237
H 0.340 0.829 -0.384
```

Most stable of them? 1.

1:
# C7H12O2S2

2 unconnected molecules or ions with the total composition C7H12O2S2 (ωB97M-V/def2-TZVPD, the OMol25 dataset).

The spin multiplicity is 3. The HOMO-LUMO gap (spin up / spin down) comes out at 7.021 / 5.810 eV.

XYZ file:
```
23
C7H12O2S2 | the OMol25 dataset | ωB97M-V/def2-TZVPD
C -0.333 -2.263 -0.174
C -0.989 0.073 -0.074
C 1.918 -2.408 0.892
C 0.397 3.606 -0.295
C 0.565 -2.990 0.743
C -0.090 1.183 0.005
C -0.677 2.531 -0.399
O -1.477 -4.035 -1.588
O -3.276 1.245 -0.061
S -1.360 -2.599 -1.371
S -2.636 -0.042 -0.287
H 1.820 -1.355 1.217
H 2.354 -2.187 -0.139
H 2.644 -2.979 1.370
H 1.148 3.453 -1.024
H 0.877 3.747 0.598
H 0.020 4.504 -0.774
H 0.075 -3.038 1.695
H 0.581 -3.956 0.338
H 0.824 0.899 -0.473
H 0.224 1.269 0.962
H -1.554 2.747 0.284
H -1.053 2.595 -1.444
```

2:
# C7H12O2S2

A single C7H12O2S2 molecule (ωB97M-V/def2-TZVPD, the OMol25 dataset).

The spin multiplicity is 3. The HOMO-LUMO gap (spin up / spin down) comes out at 4.492 / 4.549 eV.

XYZ file:
```
23
C7H12O2S2 | the OMol25 dataset | ωB97M-V/def2-TZVPD
C -0.200 1.925 -0.085
C 0.487 -2.881 -1.032
C -0.305 -1.827 -1.702
C 1.100 -0.250 -0.076
C 0.982 2.786 -0.124
C -1.784 0.023 2.026
C 0.086 0.543 0.636
O -1.344 2.118 -0.373
O -1.002 -0.208 0.811
S 1.219 -2.066 0.438
S 0.646 -0.285 -1.874
H -0.257 -3.626 -0.666
H 1.349 -3.166 -1.657
H -0.607 -2.064 -2.792
H -1.253 -1.643 -1.203
H 2.183 0.135 0.031
H 1.884 2.316 0.141
H 1.009 3.725 0.345
H 1.101 3.092 -1.243
H -2.683 -0.597 1.917
H -2.026 1.076 2.011
H -1.159 -0.136 2.981
H 0.573 1.011 1.491
```

Most stable of them? 2.

1:
# FH3OSi

2 unconnected molecules or ions with the total composition FH3OSi (ωB97M-V/def2-TZVPD, the OMol25 dataset).

The HOMO-LUMO gap comes out at 9.677 eV.

XYZ file:
```
6
FH3OSi | the OMol25 dataset | ωB97M-V/def2-TZVPD
O 0.950 0.663 -0.315
F -1.611 0.084 -0.481
Si -0.145 -0.406 0.014
H 0.701 2.071 0.161
H 0.597 -1.506 -0.842
H -0.491 -0.905 1.464
```

2:
# FH3OSi

2 unconnected molecules or ions with the total composition FH3OSi (ωB97M-V/def2-TZVPD, the OMol25 dataset).

The HOMO-LUMO gap comes out at 8.664 eV.

XYZ file:
```
6
FH3OSi | the OMol25 dataset | ωB97M-V/def2-TZVPD
O 0.607 -0.956 0.480
F -0.495 1.197 1.582
Si 0.045 0.529 0.227
H 0.529 -1.674 -0.046
H 0.867 1.156 -0.687
H -1.555 -0.252 -1.556
```

Most stable of them? 1.

1:
# C5H10NP

A single C5H10NP molecule (ωB97M-V/def2-TZVPD, the OMol25 dataset).

The SMILES is C[C@H]1C=CCN1P. The HOMO-LUMO gap comes out at 9.656 eV.

XYZ file:
```
17
C5H10NP | the OMol25 dataset | ωB97M-V/def2-TZVPD
C 0.223 -1.943 -0.279
C 0.289 -0.792 0.687
C 1.588 -0.013 0.585
C 1.419 1.200 0.016
C -0.024 1.434 -0.270
N -0.674 0.278 0.344
P -2.342 0.090 0.105
H -0.102 -1.515 -1.306
H -0.496 -2.754 -0.095
H 1.296 -2.296 -0.541
H 0.270 -1.066 1.780
H 2.455 -0.465 0.941
H 2.102 1.969 -0.175
H -0.348 2.323 0.215
H -0.150 1.335 -1.282
H -2.653 0.739 -1.252
H -2.853 1.477 0.526
```

2:
# C5H10NP

A molecular structure, C5H10NP (ωB97M-V/def2-TZVPD, the OMol25 dataset).

The HOMO-LUMO gap comes out at 8.149 eV.

XYZ file:
```
17
C5H10NP | the OMol25 dataset | ωB97M-V/def2-TZVPD
C -0.503 -0.033 -0.102
C 0.392 1.215 -0.416
C 0.154 -1.283 -0.442
C -0.268 2.421 0.290
C -0.209 -2.511 0.279
N 1.726 0.954 -0.072
P 2.241 -0.452 0.138
H -0.794 0.019 1.039
H -1.313 0.266 -0.643
H 0.286 1.363 -1.484
H 0.361 -1.471 -1.425
H -0.292 2.332 1.403
H -1.231 2.424 -0.077
H 0.229 3.341 0.147
H -1.261 -2.720 0.260
H 0.304 -2.417 1.254
H 0.178 -3.448 -0.150
```

Most stable of them? 1.

1:
# C2H5ClS

2 unconnected molecules or ions with the total composition C2H5ClS (ωB97M-V/def2-TZVPD, the OMol25 dataset).

The HOMO-LUMO gap (spin up / spin down) comes out at 8.381 / 8.259 eV.

XYZ file:
```
9
C2H5ClS | the OMol25 dataset | ωB97M-V/def2-TZVPD
C -1.144 -0.095 0.195
C 1.446 -0.189 -0.625
S 2.113 1.230 0.084
Cl 2.042 -1.727 -0.181
H -1.358 0.857 -0.168
H -1.184 -1.070 -0.281
H -0.737 0.020 1.159
H 1.328 0.118 -1.646
H 2.383 0.940 1.258
```

2:
# C2H5ClS

2 unconnected molecules or ions with the total composition C2H5ClS (ωB97M-V/def2-TZVPD, the OMol25 dataset).

The HOMO-LUMO gap comes out at 8.160 eV.

XYZ file:
```
9
C2H5ClS | the OMol25 dataset | ωB97M-V/def2-TZVPD
C 0.928 -0.591 -0.539
C -0.262 -0.347 0.289
S -0.820 2.092 -0.006
Cl -1.629 -1.339 0.061
H 0.656 -0.971 -1.434
H 1.625 0.282 -0.678
H 1.488 -1.319 0.117
H -0.102 -0.122 1.385
H -1.884 2.314 0.804
```

Most stable of them? 2.

1:
# H24NO15

13 unconnected molecules or ions with the total composition H24NO15 (ωB97M-V/def2-TZVPD, the OMol25 dataset).

The HOMO-LUMO gap comes out at 9.782 eV. As for the total charge: -1.

XYZ file:
```
40
H24NO15 | the OMol25 dataset | ωB97M-V/def2-TZVPD
N 0.089 -0.146 0.024
O 0.957 -0.929 -0.382
O -0.302 0.828 -0.649
O -0.360 -0.259 1.202
O 2.189 -3.122 -2.002
H 1.507 -3.460 -1.413
H 2.945 -2.962 -1.427
O -1.470 -2.729 0.189
H -0.734 -3.260 -0.125
H -1.104 -2.224 0.934
O -2.060 -2.454 3.699
H -2.993 -2.287 3.862
H -1.704 -1.588 3.454
O -2.749 2.222 1.019
H -2.558 1.317 0.755
H -1.988 2.724 0.699
O 0.116 3.547 0.522
H 0.562 4.068 1.196
H 0.530 2.674 0.578
O -2.358 2.062 -2.287
H -2.232 2.770 -2.927
H -1.469 1.869 -1.957
O 0.847 0.136 -3.482
H 0.641 -0.670 -3.969
H 0.501 -0.026 -2.590
O 1.964 -1.665 2.063
H 1.906 -1.883 1.123
H 1.511 -0.819 2.127
O 2.814 1.754 0.893
H 3.764 1.714 1.021
H 2.674 1.375 0.002
O 3.095 0.971 -1.782
H 3.892 0.539 -2.103
H 2.394 0.309 -1.903
O -2.630 -0.873 -2.662
H -2.383 -1.413 -1.899
H -2.215 -0.009 -2.497
O -1.583 0.712 3.593
H -1.085 0.406 2.810
H -0.922 0.782 4.290
```

2:
# H24NO15

13 unconnected molecules or ions with the total composition H24NO15 (ωB97M-V/def2-TZVPD, the OMol25 dataset).

The HOMO-LUMO gap comes out at 10.272 eV. As for the total charge: -1.

XYZ file:
```
40
H24NO15 | the OMol25 dataset | ωB97M-V/def2-TZVPD
N 0.359 0.092 -0.335
O -0.204 1.167 -0.436
O 0.076 -0.730 -1.273
O 0.698 -0.370 0.800
O 1.110 -3.581 -1.179
H 0.701 -3.804 -2.010
H 0.486 -2.925 -0.830
O 0.466 3.757 -0.351
H 1.290 3.855 -0.768
H 0.290 2.800 -0.321
O 1.120 -1.319 -3.844
H 1.563 -2.152 -4.050
H 0.855 -1.396 -2.942
O -1.109 -2.857 0.867
H -0.958 -1.977 1.180
H -0.655 -3.470 1.480
O -0.798 1.512 -3.431
H -0.553 1.520 -2.501
H -0.198 0.852 -3.843
O -0.148 2.931 2.254
H 0.622 2.879 1.648
H -0.107 3.793 2.750
O -2.058 -0.213 1.594
H -1.267 0.242 1.319
H -2.519 -0.174 0.742
O 2.349 -2.807 1.434
H 2.459 -3.715 1.270
H 2.208 -2.488 0.552
O -2.504 -0.619 -2.119
H -2.897 -1.447 -1.867
H -1.684 -0.561 -1.659
O -2.696 3.167 -0.736
H -1.820 3.119 -1.063
H -2.506 3.410 0.203
O 2.919 -0.278 2.817
H 2.775 0.642 3.057
H 2.197 -0.554 2.293
O 0.073 0.482 3.494
H 0.286 -0.039 2.738
H -0.221 1.257 3.065
```

3:
# H24NO15

13 unconnected molecules or ions with the total composition H24NO15 (ωB97M-V/def2-TZVPD, the OMol25 dataset).

The HOMO-LUMO gap comes out at 10.039 eV. As for the total charge: -1.

XYZ file:
```
40
H24NO15 | the OMol25 dataset | ωB97M-V/def2-TZVPD
N -0.061 -0.285 0.423
O 1.146 0.017 0.412
O -0.831 0.201 -0.451
O -0.519 -1.019 1.310
O -3.278 -1.237 0.500
H -2.445 -0.736 0.345
H -3.924 -0.570 0.752
O 2.304 2.371 2.235
H 1.389 2.681 2.237
H 2.494 2.122 1.315
O 3.233 -0.436 2.533
H 3.263 0.396 3.015
H 2.561 -0.288 1.852
O -1.584 -2.049 3.715
H -1.325 -1.848 2.803
H -1.890 -2.959 3.681
O 1.149 -2.620 -1.728
H 1.619 -2.826 -2.542
H 1.613 -1.859 -1.354
O 3.014 2.048 -0.518
H 2.615 1.213 -0.802
H 3.881 2.071 -0.934
O 0.947 1.346 -2.678
H 1.684 1.916 -2.435
H 0.468 1.199 -1.845
O -0.340 -1.059 -3.685
H -0.520 -1.458 -2.828
H 0.373 -0.433 -3.508
O -3.904 -1.162 -2.255
H -3.329 -1.183 -1.465
H -4.342 -0.308 -2.211
O -1.657 3.340 -1.323
H -0.768 3.686 -1.195
H -1.565 2.391 -1.176
O -0.592 2.697 1.980
H -0.570 1.735 1.919
H -1.490 2.900 2.256
O 0.522 -3.600 0.818
H 0.705 -3.570 -0.134
H -0.047 -2.828 0.969
```

Most stable of them? 3.